No. 1
{"formula": "C25H52O9", "method": "ωB97M-V/def2-TZVPD", "orbital_gap_ha": 0.3597, "relative_energy_kj_mol": 231.7, "smiles": "CC(C)=O.CC(C)=O.CC(C)=O.CC(C)=O.CC(C)=O.CC(C)=O.CC(C)=O.CC(C)=O.CO", "lumo_ev": 0.2930, "elements": ["H", "O", "H", "H", "C", "C", "H", "C", "H", "H", "H", "H", "H", "H", "H", "H", "C", "H", "H", "H", "H", "H", "C", "C", "C", "H", "H", "H", "O", "C", "O", "C", "C", "C", "H", "H", "O", "H", "H", "H", "H", "H", "C", "C", "H", "C", "H", "C", "H", "H", "H", "H", "H", "H", "O", "C", "H", "O", "C", "O", "H", "C", "C", "C", "O", "H", "C", "C", "C", "H", "O", "H", "H", "H", "C", "C", "H", "H", "H", "H", "H", "H", "H", "H", "H", "H"], "xyz": [[0.25316, 2.48004, -6.85780], [-0.65959, -9.69790, -7.77592], [-1.41325, 0.81550, -6.97687], [-5.51824, 9.73225, -1.23847], [8.31583, -1.04680, 0.82654], [0.26977, 1.46433, 8.39621], [-7.28502, 1.91263, 2.17251], [-7.09429, -0.40352, 3.70414], [2.16420, 8.81257, -2.59777], [7.71320, -1.37256, 1.67437], [4.27620, 6.39369, -0.88969], [0.86817, 0.11511, -0.98974], [8.26733, 0.02454, 0.63165], [11.69354, -0.85568, 0.51863], [0.57302, -7.84017, -9.77901], [-6.42889, 9.22862, 0.16376], [-7.30448, 0.98699, 4.16141], [-3.35443, 7.78057, -1.91652], [-0.54941, -2.99458, -0.96680], [1.01495, -3.28142, -0.43830], [1.53416, 9.50990, -1.12612], [3.20065, 9.93761, -1.66513], [0.48311, 1.53854, -7.35660], [0.07267, -1.43586, 0.21808], [0.56085, -0.01711, 0.04765], [0.50371, 1.41903, -8.43984], [-0.28054, 0.60784, 0.34697], [-3.54869, -7.35553, 2.27977], [9.93293, -2.63785, 1.25162], [-7.93580, 1.86351, 3.04553], [-1.51185, -8.61579, 1.23926], [-3.93531, 7.14335, -1.24971], [2.87970, 7.94133, -0.87035], [-1.61914, -8.28371, 2.45567], [1.84608, -0.95147, 7.61920], [-3.77538, 6.15085, -1.67096], [-0.55877, -1.75028, 1.20354], [-1.18316, -7.58020, -10.11941], [-0.58894, -9.19943, -10.18266], [10.77016, -1.26523, -0.95402], [0.55653, 2.51587, 8.40785], [-1.20755, -6.54354, -7.41146], [-0.37301, -8.22905, 3.38092], [10.74490, -0.73190, -0.00375], [-0.52896, -7.57215, -6.24538], [2.44748, 9.15224, -1.60153], [-3.47501, 7.18820, -0.26269], [-2.98079, -7.94065, 3.00310], [-3.08873, -7.38815, 3.93647], [-7.97955, -0.91747, 3.32961], [1.47362, 1.16482, -7.09712], [-0.77151, -8.49909, 4.35887], [2.59599, 0.64732, 7.21370], [0.38545, -8.93914, 3.05140], [2.45285, 7.67156, 0.22717], [2.28467, -0.03211, 8.00715], [-6.37566, -0.46929, 2.88723], [1.76228, 0.79993, 10.09815], [-0.43541, -8.24271, -9.68346], [-6.31847, 7.16180, -1.51095], [3.09202, -0.43642, 8.61775], [0.38602, -2.46365, -0.79017], [-5.31676, 7.71141, -1.03407], [3.81416, 7.04740, -1.62947], [-7.01151, 1.41270, 5.28474], [7.85782, -1.54025, -0.03068], [9.71479, -1.52646, 0.80071], [-0.58522, -8.49701, -8.22949], [1.49102, 0.82407, 8.89882], [10.49418, 0.32847, -0.03286], [-0.49390, 0.54789, -7.04597], [0.57908, -6.86171, -7.49555], [0.83884, -2.01854, -1.67613], [-4.61147, 9.44884, 0.12888], [-0.40813, -7.27395, -7.28681], [-5.49699, 9.06444, -0.37727], [-6.74559, -0.97779, 4.56247], [-8.00968, 2.86654, 3.46573], [0.02633, -7.21860, 3.46817], [1.39560, 0.18010, 0.72025], [-0.59588, 1.34113, 9.04704], [4.63791, 7.62610, -2.04738], [-8.94695, 1.57993, 2.75355], [0.06674, 1.13962, 7.37570], [3.40611, 6.57006, -2.52039], [-3.39568, -8.94464, 3.09240]], "forces_ev_per_a": [[0.3, 0.2, -0.6], [0.1, 4.8, -1.7], [0.4, 0.7, -0.2], [-0.3, 0.2, -0.3], [-0.7, 0.7, -0.5], [-0.1, 0.9, -0.6], [-0.1, -0.2, 0.0], [0.5, -1.4, 0.8], [0.2, 0.3, -0.3], [0.4, 0.1, 0.2], [-0.2, -0.6, -0.4], [0.0, 0.5, 0.1], [-0.3, 0.0, 0.3], [0.1, 0.0, -0.3], [0.0, 0.0, -0.5], [0.2, -0.4, 0.0], [-0.6, 1.5, 0.4], [0.0, 0.5, 0.2], [-0.1, 0.2, -0.6], [0.3, 0.3, 0.4], [0.2, 0.3, 0.0], [0.0, -0.1, 0.0], [-0.8, -1.3, -0.7], [0.3, 0.0, 1.5], [-0.3, -0.4, -0.3], [0.2, 1.7, -0.3], [0.2, 0.3, -0.2], [0.1, -0.4, -0.3], [0.7, 0.8, -0.2], [0.4, 0.9, 1.4], [-0.3, 0.9, 3.9], [0.6, 0.5, 0.6], [-0.1, -0.3, -0.1], [1.7, 0.1, -3.5], [-0.8, 0.5, -0.3], [-1.0, -0.1, 0.2], [-0.2, 0.2, 0.1], [0.2, 0.4, 0.3], [0.5, 0.0, -0.1], [0.2, 0.5, -0.3], [-0.5, 0.4, -0.3], [0.2, 0.2, -0.6], [-1.5, -0.5, -0.3], [-0.3, -0.6, 1.3], [0.5, -0.3, -0.1], [-1.1, 0.3, -0.2], [0.5, -0.1, 0.0], [-0.1, 0.0, -0.3], [0.6, -0.3, 0.2], [-0.3, 0.4, 0.0], [-0.2, 0.0, 0.7], [0.4, -0.1, 0.3], [0.5, -0.5, -0.5], [-0.1, 0.2, 0.0], [0.2, -0.2, 0.0], [1.3, -0.2, -0.3], [0.2, 0.2, 0.1], [-0.2, 0.9, -1.0], [-0.5, -0.7, -0.2], [1.7, 0.7, 1.0], [0.4, 0.5, -0.3], [0.1, -0.6, -0.9], [-2.5, -1.3, -1.6], [1.2, 0.0, 0.5], [-0.6, -0.9, -2.4], [-0.1, 0.0, -0.3], [0.0, -1.4, 0.2], [0.0, -3.6, 2.9], [-0.7, -2.5, 3.1], [0.0, -0.2, -0.5], [0.2, -1.2, 1.1], [-0.1, 0.3, 0.2], [-0.2, -0.3, -0.2], [-0.1, -0.4, 0.5], [-0.8, -1.3, -0.1], [1.0, 0.5, -0.6], [0.2, -0.2, -0.2], [0.0, 0.1, -0.2], [-0.1, 0.0, -0.2], [0.0, -0.1, 0.0], [0.2, -0.1, 0.0], [0.1, 0.4, 0.0], [0.2, -0.4, 0.0], [-0.2, 0.2, 0.1], [-0.4, -0.3, 0.4], [-0.6, 0.1, 0.2]]}

***

No. 2
{"formula": "C25H53BLuN5O4PS3", "method": "ωB97M-V/def2-TZVPD", "orbital_gap_ha": [0.1398, 0.2341], "total_charge": 1, "lumo_ev": [-2.3925, -2.4392], "elements": ["H", "H", "C", "H", "H", "C", "H", "C", "C", "H", "H", "C", "H", "H", "H", "H", "C", "H", "N", "H", "H", "H", "C", "C", "H", "P", "O", "H", "H", "B", "H", "C", "N", "H", "C", "H", "C", "C", "H", "H", "C", "C", "H", "N", "H", "H", "C", "C", "H", "O", "O", "N", "O", "H", "H", "H", "H", "C", "N", "C", "S", "C", "Lu", "H", "H", "H", "H", "H", "H", "H", "H", "H", "S", "C", "H", "C", "C", "H", "C", "H", "H", "H", "S", "H", "C", "H", "H", "H", "H", "C", "H", "H", "H"], "xyz": [[5.53744, 7.46462, 10.84302], [15.77526, 11.20690, 15.06791], [9.86842, 11.96263, 11.64679], [11.61422, 8.97123, 9.97646], [5.68974, 11.05286, 10.53275], [16.24653, 10.80419, 12.97377], [9.61906, 7.96432, 10.61408], [11.18978, 11.67744, 11.77294], [17.26222, 11.19788, 11.90185], [9.91533, 5.07275, 11.40305], [16.03057, 5.15938, 16.31314], [5.12856, 8.47477, 10.90043], [13.56029, 4.55515, 11.40988], [5.78445, 10.80744, 14.34531], [14.61413, 8.08656, 18.04266], [13.09550, 11.55858, 10.86262], [15.12280, 8.40699, 17.08615], [18.47904, 8.57222, 8.01621], [17.22425, 8.56313, 9.67813], [11.60199, 5.71316, 9.52426], [15.32492, 6.73955, 7.72791], [5.38953, 6.93776, 13.33946], [6.32923, 7.47187, 13.45866], [9.38418, 12.58484, 10.45871], [11.61499, 4.01622, 9.79529], [15.51722, 8.07164, 13.40488], [16.51355, 9.28338, 13.09224], [14.42527, 6.81155, 15.76802], [16.08142, 8.87502, 17.34066], [8.21931, 9.39667, 12.23168], [11.92757, 9.51087, 11.46914], [12.05644, 11.79608, 10.66566], [11.41239, 6.18242, 12.38377], [17.04622, 6.64552, 8.05284], [18.53572, 8.26862, 9.08892], [6.98397, 7.12104, 12.62729], [5.51500, 10.79481, 11.55017], [6.29687, 8.97159, 13.31219], [4.09683, 8.42562, 11.28704], [9.73682, 12.93968, 8.37257], [10.15647, 12.56349, 9.32242], [5.98304, 9.33344, 11.80316], [17.54181, 11.06935, 14.56683], [13.27056, 5.02533, 10.57428], [6.19858, 11.40867, 12.20540], [9.33564, 6.70491, 12.52917], [10.99421, 4.96385, 11.61826], [16.33657, 6.19235, 16.66302], [9.66262, 9.20158, 11.90552], [7.35563, 9.14538, 11.22440], [16.04767, 7.76809, 14.89405], [16.13015, 7.09034, 8.23175], [7.74454, 9.49511, 13.52608], [13.87150, 4.71783, 9.81381], [16.48611, 12.55655, 14.15157], [18.16556, 10.84710, 12.30336], [17.22183, 8.56406, 10.67740], [12.27310, 12.05340, 8.14898], [11.63463, 8.69957, 10.98853], [11.47576, 12.06451, 9.40851], [14.51072, 8.76905, 9.39802], [11.81158, 4.92925, 10.30779], [13.40869, 7.17225, 11.22652], [12.68236, 13.05316, 7.93524], [15.21632, 10.94718, 12.63292], [11.68455, 11.76090, 7.23708], [4.46830, 10.95140, 11.85512], [18.83198, 7.21853, 9.18640], [14.48562, 9.12081, 16.59222], [9.26278, 11.88368, 12.55767], [17.07026, 10.64390, 11.02400], [5.10373, 8.95405, 9.91198], [13.61748, 8.69621, 13.32884], [16.55096, 11.45533, 14.28316], [11.66712, 5.90094, 13.33481], [10.31998, 7.21070, 12.57835], [10.26619, 8.25915, 11.48711], [19.31200, 8.96143, 9.50573], [5.54749, 9.74625, 14.38599], [4.49374, 9.50815, 14.33623], [13.14372, 11.42042, 8.19224], [8.37243, 12.96906, 10.39637], [15.85272, 6.50560, 12.09258], [10.32166, 7.64074, 13.58715], [15.36500, 7.24342, 16.13492], [11.63954, 11.31341, 12.70853], [17.28330, 12.26270, 11.76816], [17.36563, 6.39280, 16.41049], [5.91785, 9.44668, 15.34364], [16.06283, 8.13380, 9.07817], [6.79052, 7.12640, 14.41534], [16.24036, 6.22538, 17.73590], [11.17056, 4.07018, 12.25938]], "forces_ev_per_a": [[-0.2, 0.0, -0.2], [1.0, 0.1, -0.7], [-1.4, 1.5, 0.3], [-0.3, -0.1, 1.2], [0.0, 0.2, -0.8], [0.2, -1.0, -0.9], [0.9, 0.1, 0.8], [1.7, -0.3, -0.4], [-1.4, -0.2, 1.3], [0.5, -0.5, -0.1], [0.6, 1.2, 0.3], [-0.6, -0.6, 0.8], [0.1, -0.7, 0.4], [-0.4, 0.0, -0.4], [0.6, 0.1, -1.1], [0.1, 0.0, -0.7], [0.0, -0.5, 0.5], [0.1, -0.5, 0.6], [0.9, 0.4, -0.1], [-0.3, -0.3, 1.1], [0.4, 0.4, 0.2], [-0.3, 0.4, 0.0], [1.4, -0.9, 0.1], [-0.2, -1.1, 0.8], [-0.3, -0.9, -0.4], [1.6, 0.6, 0.9], [-0.9, 0.3, -0.4], [0.1, 0.0, 0.4], [-0.2, -0.1, 0.0], [-0.6, 1.5, 1.3], [0.3, 1.1, 0.5], [-1.5, -0.4, -0.2], [-0.5, 0.3, 0.9], [-1.2, 0.4, 0.1], [-0.3, 1.3, -0.6], [-0.4, -0.1, 0.6], [1.6, -0.2, 2.6], [0.0, 1.2, 0.4], [0.3, 0.0, -0.2], [0.5, -0.3, 0.5], [0.3, -0.3, 0.3], [0.4, 0.7, -0.7], [-0.3, 0.6, 0.3], [-0.3, -0.1, -0.2], [-0.9, -0.1, -0.8], [0.4, 0.0, 0.2], [0.2, 1.1, -0.1], [-1.4, -1.1, -0.1], [0.0, -0.2, 0.0], [-0.3, 0.6, 0.4], [-0.9, 0.0, -0.3], [1.2, -2.7, -1.6], [-1.3, -1.3, -2.1], [-0.2, 0.0, -0.1], [0.5, -0.6, 0.1], [1.7, -0.2, 0.3], [0.0, -0.2, 0.7], [0.2, 0.4, -1.3], [-1.4, -1.7, -1.6], [0.6, 0.8, 0.1], [-1.1, 0.2, 0.5], [0.2, -0.1, -0.5], [1.1, 1.6, -0.1], [-0.3, -0.1, 0.1], [0.1, -0.3, 0.1], [0.4, 0.2, 1.0], [0.4, -0.1, -0.2], [0.2, 0.1, 0.0], [-0.2, 0.4, -0.1], [-0.1, 0.1, -0.6], [-0.3, -0.2, -1.2], [0.1, -0.4, 0.3], [0.0, 0.0, 0.8], [-1.1, -0.2, 0.9], [0.1, 0.1, -0.4], [-0.7, -0.7, -0.5], [1.5, -0.1, -1.9], [-0.7, -0.8, 0.0], [0.1, -0.4, -0.6], [-0.4, 0.3, 0.0], [0.2, -0.5, 0.2], [0.0, -0.1, 0.2], [-0.3, 0.9, 1.2], [0.6, 0.0, -0.2], [0.7, 0.0, -1.3], [-0.4, 0.3, -0.2], [0.0, 0.5, -0.2], [0.2, 0.2, -0.2], [0.2, -0.5, 0.6], [-0.3, 0.8, 0.4], [-0.4, 0.5, -0.6], [0.1, -0.3, 0.5], [-0.1, 0.5, -0.7]]}

***

No. 3
{"formula": "C25H53HgINO4P2", "method": "ωB97M-V/def2-TZVPD", "orbital_gap_ha": 0.0791, "total_charge": 1, "lumo_ev": -8.4903, "elements": ["H", "C", "H", "C", "C", "H", "H", "H", "H", "H", "C", "N", "H", "C", "H", "H", "H", "H", "H", "C", "H", "H", "C", "O", "H", "C", "C", "C", "H", "C", "H", "P", "H", "H", "H", "Hg", "C", "H", "C", "H", "H", "H", "H", "C", "H", "C", "O", "H", "C", "H", "H", "P", "C", "H", "C", "H", "C", "C", "C", "H", "H", "H", "H", "H", "H", "H", "C", "H", "H", "C", "H", "O", "H", "H", "H", "H", "I", "H", "C", "H", "H", "H", "H", "H", "O", "H", "C"], "xyz": [[7.26501, 1.66643, 1.68300], [0.07420, -1.87281, 1.89331], [-2.61704, -0.59679, 2.33822], [-6.16190, 0.20282, -4.20267], [5.06877, -1.65913, -2.04356], [-3.37478, -1.05714, -2.90286], [7.44269, 0.22532, -0.58090], [-6.98787, 1.40370, 1.13967], [6.87189, 2.27814, -0.75552], [6.88166, -1.37295, -0.21375], [3.53690, -1.65262, -2.13816], [-4.72209, 0.38704, -2.18854], [6.05110, 0.27156, -2.36319], [6.28600, 2.64652, 0.08198], [1.93326, 2.42858, 1.02276], [-0.05936, -3.68741, -0.18216], [-3.30549, 2.19254, -1.90915], [3.17431, -2.34258, -2.89628], [0.89971, -1.30990, -0.63793], [5.56884, -0.27962, -1.56102], [0.88102, -3.84621, 2.13932], [-2.61699, 0.11658, -1.88367], [-3.03597, -1.42390, 1.76144], [-3.84824, 1.20495, 0.13607], [4.53379, 2.44506, -1.22580], [3.84325, 3.37957, 0.59833], [0.95615, -3.36346, 0.04317], [2.92098, -1.98075, -0.78196], [1.12151, -2.47204, -1.91630], [4.92052, 3.11144, -0.45831], [-2.00160, -3.20003, 1.14603], [-5.92204, 3.48215, 1.54535], [5.60232, 2.01153, 2.03978], [-1.26770, -1.76324, 3.64507], [-7.22221, 3.84542, 1.93650], [-0.46746, 0.34217, 2.85361], [-3.52334, -0.47250, -2.00191], [-3.66695, -1.17179, -1.19180], [-5.29367, -0.59424, 1.04777], [6.78964, 3.54426, 0.43657], [3.08644, 1.36424, 0.18192], [3.19539, -0.65663, -2.41596], [0.66102, -0.99847, 2.37557], [-4.83405, 0.58620, -3.62993], [-4.91195, -2.46364, 2.04207], [1.39901, -2.24702, -0.89125], [-4.93673, 3.46531, 2.65069], [1.60031, -4.22500, -0.12884], [5.93841, 0.20153, 0.92969], [-4.69380, -1.00191, 3.04793], [-5.52044, 4.33701, 0.50049], [-4.53508, 1.91299, -1.25049], [6.54684, -0.35201, -0.36702], [3.19694, 4.18554, 0.27137], [-6.02005, 1.76176, 0.78747], [-6.35598, -0.68642, 1.26014], [2.97951, 2.14679, 0.92906], [-4.54032, -1.44384, 2.06717], [-4.79381, 0.85421, 1.10592], [4.69120, 0.26897, -1.23739], [4.34461, 3.66979, 1.51827], [2.09441, -2.60709, 1.70495], [-2.99336, -3.36283, 2.63394], [5.10278, 4.05472, -0.97081], [3.05547, -1.14145, -0.10413], [-0.60997, -3.36687, 3.34451], [6.26587, 1.66965, 1.24996], [-5.17057, -0.96759, 0.03750], [4.86448, 0.03205, 0.97491], [-1.00723, -2.48294, 2.86515], [-6.91922, 0.83052, -3.74142], [-6.12097, 1.70412, -0.59611], [3.26127, 1.70138, 1.88137], [-6.15467, 0.26627, -5.28010], [-4.33058, 3.15658, -0.55248], [3.37450, -2.88334, -0.37784], [-5.78438, 3.47958, -2.86553], [-4.45877, 1.10354, 2.11007], [1.09669, -2.98816, 1.51585], [-6.37607, -0.80625, -3.85625], [-0.37473, -1.49304, 0.97899], [5.44634, -1.85619, -3.04335], [5.41022, -2.43417, -1.36584], [6.35005, -0.39422, 1.74480], [-3.90396, 0.96753, -4.28741], [-2.84035, -1.19166, 0.71945], [-2.30357, -2.73616, 2.08039]], "forces_ev_per_a": [[0.2, 0.1, 0.1], [0.5, -1.6, 0.9], [0.2, 0.2, 0.0], [0.2, -0.1, 0.7], [-0.4, 0.9, -0.6], [0.0, -0.1, -0.2], [0.2, 0.0, -0.1], [0.2, -0.5, 0.4], [0.2, -0.1, 0.0], [0.0, -0.2, 0.0], [0.3, -0.2, 0.7], [0.7, -0.1, -0.5], [-0.2, 0.1, -0.3], [-0.7, 0.4, 0.2], [-0.2, -0.1, -0.1], [-0.2, 0.0, 0.1], [0.2, -0.1, 0.1], [0.0, -0.2, 0.0], [-0.3, 0.0, -0.1], [0.6, -0.6, 0.5], [0.3, -0.2, 0.2], [0.2, 0.0, 0.2], [0.0, -0.5, 0.0], [0.0, 0.3, -0.3], [-0.1, -0.2, 0.0], [0.2, -0.8, 0.1], [0.3, 0.0, 0.0], [-1.1, -0.2, -0.7], [0.0, -0.1, -0.2], [0.0, 0.4, 0.0], [-0.3, -0.5, -0.1], [1.7, -0.1, 0.5], [-0.1, 0.2, 0.1], [0.0, -0.2, 0.4], [-0.2, -0.1, -0.4], [-1.0, 3.1, 0.8], [-0.1, 0.0, -0.4], [0.0, 0.1, 0.3], [0.2, -0.4, 0.3], [0.2, 0.1, 0.0], [-0.2, 0.0, -0.2], [0.0, 0.1, -0.3], [0.5, -2.0, -0.8], [-0.3, 0.1, -0.5], [-0.2, -0.1, 0.2], [0.4, 0.3, 0.3], [-0.2, 0.0, 0.2], [0.0, -0.2, -0.2], [0.4, -0.3, 0.4], [-0.2, -0.3, 0.3], [-0.7, 0.2, -0.1], [-0.3, -2.1, 0.6], [-0.4, 0.5, 0.0], [0.0, 0.2, 0.0], [-1.3, 0.5, -0.3], [-0.1, 0.3, 0.0], [0.1, 0.2, 0.2], [0.5, 0.2, -0.8], [-1.3, 0.3, 0.5], [0.0, 0.4, 0.0], [-0.1, 0.5, 0.1], [0.3, -0.3, 0.1], [0.1, -0.4, 0.1], [0.1, 0.1, -0.2], [0.4, -0.1, 0.3], [0.0, -0.1, 0.1], [0.4, -0.6, -0.4], [0.0, -0.1, -0.1], [-0.2, -0.1, -0.2], [-0.2, 0.9, -0.8], [-0.2, 0.1, -0.1], [0.6, 0.7, -0.6], [0.1, -0.1, 0.1], [0.0, 0.1, -0.2], [-0.2, 0.7, -0.3], [0.3, 0.0, 0.2], [0.1, 0.5, 0.3], [0.5, 0.1, 0.0], [-0.6, 0.8, -0.5], [-0.1, -0.2, -0.1], [-0.2, 0.2, 0.0], [0.3, -0.2, 0.0], [0.0, -0.3, 0.0], [-0.1, 0.0, 0.2], [0.0, 0.0, 0.2], [-0.2, 0.3, -0.2], [0.4, 0.5, 0.4]]}